18
Properties=species:S:1:pos:R:3:forces:R:3:nbo_charge:R:1 method="wB97M-V/def2-TZVPD" multiplicity=2 total_energy_ev=-7880.6008 total_charge=+1 s_squared=0.76 lumo_energy_ev="-4.65 / -6.11"
H 1.454 0.938 0.878 -0.828 -0.643 1.106 0.43
N 1.015 0.427 0.131 1.002 0.089 -2.588 -0.46
H -1.655 -1.334 -0.911 -0.340 0.218 0.118 0.24
H 1.597 0.884 -1.899 0.358 0.200 -0.247 0.22
C -0.638 -0.780 1.303 -1.758 0.266 1.697 -0.01
H 2.294 -0.601 -1.145 0.600 0.125 -0.360 0.23
H 0.022 0.489 -2.693 -0.361 0.503 0.638 0.19
C -0.863 0.000 -2.286 1.616 0.230 -1.186 -0.23
C -1.027 0.086 2.442 0.914 0.917 1.411 -0.72
C -0.892 -0.592 -1.103 0.249 -1.065 0.539 -0.28
H -1.994 -0.177 2.883 0.004 -0.060 -0.518 0.27
H -1.181 -1.722 1.359 0.265 -0.036 -0.718 0.24
C 2.058 0.449 -1.031 -1.989 0.217 2.077 -0.39
H -0.965 1.161 2.279 -0.432 0.077 -0.785 0.24
H -1.565 -0.092 -3.093 -0.751 -0.512 0.302 0.24
C -0.075 -0.328 0.106 0.645 0.712 -0.482 0.27
H -0.393 0.105 3.348 0.345 -0.896 -0.242 0.28
H 2.809 1.086 -0.567 0.459 -0.342 -0.762 0.23


21
Properties=species:S:1:pos:R:3:forces:R:3:nbo_charge:R:1 method="wB97M-V/def2-TZVPD" multiplicity=1 total_energy_ev=-10979.4258 smiles="C[C@H](O)[C@H](N)O.C=C" lumo_energy_ev=0.86
C 0.763 0.826 -0.138 0.323 0.602 0.221 0.07
N 1.593 -0.918 -1.602 0.009 -0.057 -0.020 -0.84
H 2.847 0.300 -0.502 -0.161 0.037 0.038 0.17
H 0.597 1.367 -1.081 0.016 -0.117 0.117 0.17
C 1.132 1.805 0.970 0.044 -0.202 -0.207 -0.63
H -2.079 -2.087 -0.297 0.197 0.013 0.125 0.20
H -3.208 -0.794 1.464 0.252 0.055 0.190 0.20
H 0.674 -1.343 -1.536 -0.007 0.023 -0.007 0.36
C -2.499 -1.112 -0.494 -0.705 0.643 0.843 -0.29
C -3.061 -0.371 0.481 -1.031 -1.514 -1.038 -0.50
H -1.283 0.601 0.392 3.290 -1.525 -0.648 0.51
O -0.381 0.067 0.214 -2.099 1.337 0.490 -0.78
H -3.699 0.468 0.244 0.364 0.472 -0.058 0.20
H 2.265 -1.664 -1.738 0.003 0.025 0.017 0.36
C 1.884 -0.204 -0.380 -0.335 0.089 -0.200 0.22
H 0.325 2.519 1.129 -0.035 0.031 0.059 0.20
H 2.033 2.357 0.706 0.055 0.102 -0.042 0.21
O 2.032 -1.038 0.753 -0.024 -0.081 0.184 -0.73
H 1.138 -1.289 1.027 0.072 0.028 0.000 0.48
H 1.331 1.260 1.892 -0.064 0.007 0.054 0.22
H -2.404 -0.750 -1.506 -0.164 0.031 -0.117 0.19


10
Properties=species:S:1:pos:R:3:forces:R:3:nbo_charge:R:1 method="wB97M-V/def2-TZVPD" multiplicity=1 total_energy_ev=-10126.4671 total_charge=-1 smiles=[O-]Nn1ccnn1 lumo_energy_ev="4.12 / 4.12"
O 1.402 0.086 -3.136 -0.787 0.421 -0.492 -0.76
N 1.138 -0.274 -1.865 5.174 -0.926 -0.480 -0.12
C -0.260 -0.007 0.037 2.933 -0.289 0.430 -0.19
C -1.591 -0.256 0.228 -1.921 0.702 0.062 -0.18
N 0.000 -0.192 -1.280 -5.938 1.183 0.997 0.01
H 1.916 0.044 -1.242 -1.219 -0.276 -0.236 0.29
H -2.288 -0.129 1.087 1.110 -0.286 -0.616 0.19
H 0.683 0.143 0.583 -1.075 -0.027 0.532 0.19
N -2.151 -0.385 -1.003 0.043 0.013 1.258 -0.31
N -1.218 -0.332 -1.902 1.680 -0.515 -1.457 -0.13


63
Properties=species:S:1:pos:R:3:forces:R:3:nbo_charge:R:1 method="wB97M-V/def2-TZVPD" multiplicity=1 total_energy_ev=-35049.1517 total_charge=+1 lumo_energy_ev=-2.06
H -2.905 4.496 -1.739 0.001 -0.029 -0.288 0.48
H 0.121 -0.520 0.504 0.073 -0.880 0.065 0.46
O 0.068 -2.310 1.006 -0.146 -0.670 -0.886 -0.77
H -2.507 0.881 -2.696 0.118 0.239 0.055 0.18
H 4.023 2.131 -1.404 -0.290 -0.442 0.027 0.18
O 2.525 0.048 0.963 -0.686 -0.781 -0.013 -0.74
O 4.965 -1.736 0.931 0.910 1.030 0.903 -0.68
H -0.473 -0.141 -3.718 0.108 0.058 0.037 0.49
H -0.465 -0.871 6.254 -0.032 -0.333 -0.273 0.48
H -2.793 3.074 1.914 0.320 0.303 0.310 0.19
O 1.427 1.507 -2.220 0.556 -0.664 0.309 -0.78
H 3.144 -2.605 0.917 -0.310 -0.325 -0.070 0.15
H -1.318 0.822 3.218 -0.339 0.366 0.777 0.22
O -1.016 2.284 1.208 -0.366 0.379 -0.298 -0.74
H -0.438 3.004 1.472 0.167 0.086 0.139 0.49
H -1.758 -1.892 4.631 0.244 -0.345 -0.549 0.17
C -1.166 -1.014 4.372 0.074 0.946 -0.042 -0.06
C -2.295 -0.137 -3.023 -0.953 -1.354 1.271 -0.09
H -2.763 -2.142 -2.074 -0.089 -0.164 -1.168 0.17
H 4.731 1.837 -3.028 0.137 -0.933 0.338 0.18
H 3.625 -0.042 -0.683 0.106 -0.430 -0.647 0.17
C -3.092 -1.105 -2.000 0.579 -0.065 -2.260 -0.08
H -3.188 4.704 0.394 -0.011 0.000 -0.024 0.19
C -1.925 -0.046 3.475 -0.476 -0.547 -0.732 -0.63
H -2.985 2.048 0.604 0.435 -0.265 -0.459 0.20
H 4.724 -1.108 1.617 0.613 -0.059 0.496 0.44
H -1.067 -0.053 -0.593 -0.337 -0.962 -0.179 0.45
C -2.314 2.827 0.967 -1.114 0.260 0.160 -0.11
H -2.111 -0.434 2.474 0.325 -0.808 -0.178 0.19
C 3.847 2.162 -2.479 0.102 0.469 -1.346 -0.11
C 2.646 1.359 -3.006 -0.414 1.117 0.951 -0.09
H 2.153 -1.083 -0.769 -0.185 0.311 0.202 0.18
H 0.576 -2.731 1.704 0.071 -0.044 0.152 0.48
H -2.956 0.115 3.790 0.281 0.728 0.576 0.22
H -1.650 -5.083 0.062 -0.327 -0.102 0.376 0.22
H 3.265 0.179 1.560 0.002 0.225 0.054 0.46
H -0.409 1.000 0.344 0.441 1.159 0.342 0.45
C 2.979 -0.737 -0.148 1.527 -0.390 0.320 -0.10
C -0.346 -3.357 0.073 -1.622 0.023 1.098 -0.06
H 0.912 2.294 -2.413 0.413 0.262 -0.346 0.49
H 2.409 1.710 -4.010 0.375 -0.282 -0.187 0.20
H -0.222 -1.162 3.849 0.071 -0.979 -0.033 0.15
C -2.374 4.059 0.061 0.570 -0.635 -0.112 -0.10
H 0.506 0.312 -0.909 0.397 0.452 -0.302 0.45
O 3.771 3.532 -2.902 -0.693 -0.013 0.659 -0.72
H 2.893 0.298 -2.967 -0.132 0.065 -0.222 0.19
O -0.918 -0.465 -2.931 0.141 -0.046 0.410 -0.75
H -2.001 -3.962 1.499 -0.064 0.054 -0.410 0.22
O -2.508 3.726 -1.326 -0.146 -0.159 0.536 -0.73
H -1.420 4.573 0.174 0.054 0.437 0.240 0.16
H -0.509 -4.924 1.422 -0.488 -0.566 0.334 0.21
H -2.568 -0.231 -4.074 -0.722 -0.268 0.227 0.19
O -0.869 -0.329 5.573 -0.156 0.920 0.444 -0.74
C 3.791 -2.008 0.274 -1.264 0.277 -0.913 -0.09
C -1.267 -4.411 0.829 2.404 0.873 -0.977 -0.64
H 0.510 -3.823 -0.415 0.097 -0.158 0.277 0.18
H 4.220 4.015 -2.204 -0.032 0.451 -0.215 0.47
N -0.174 0.166 -0.176 -0.289 0.167 -0.095 -0.91
H -0.933 -2.900 -0.724 0.144 0.480 0.151 0.18
O -2.772 -0.797 -0.691 0.419 1.295 1.622 -0.75
H 4.134 -2.592 -0.580 -0.670 0.009 -0.310 0.20
H -4.175 -1.056 -2.105 -0.008 0.193 -0.603 0.18
H -3.314 -1.355 -0.128 0.087 0.066 0.278 0.49


12
Properties=species:S:1:pos:R:3:forces:R:3:nbo_charge:R:1 method="wB97M-V/def2-TZVPD" multiplicity=1 total_energy_ev=-74301.0976 lumo_energy_ev=0.94
C -0.302 -1.356 -0.019 1.064 0.631 -1.822 -0.44
H 0.376 -1.584 -0.844 -0.170 -0.314 0.235 0.22
H 1.572 1.344 1.016 0.037 0.280 0.260 0.22
H 0.795 1.755 -0.534 1.026 -1.264 0.512 0.22
C -0.042 0.028 0.488 1.736 0.872 1.139 -0.28
H -0.740 0.580 -1.647 -1.629 -2.796 3.431 0.20
H 2.079 0.369 -0.282 -0.518 -0.095 -0.564 0.22
C 1.202 0.894 0.103 -1.684 0.685 0.269 -0.61
C -1.148 -0.160 -0.412 1.465 1.822 -4.547 -0.27
H -0.475 -2.207 0.612 -0.822 0.104 0.237 0.24
Br -2.927 0.154 0.029 -0.647 0.010 0.234 0.08
H -0.392 0.183 1.489 0.142 0.064 0.615 0.22


31
Properties=species:S:1:pos:R:3:forces:R:3:nbo_charge:R:1 method="wB97M-V/def2-TZVPD" multiplicity=3 total_energy_ev=-74716.1547 total_charge=-1 s_squared=2.01 lumo_energy_ev="1.91 / 0.54"
O 1.228 1.117 3.167 -0.106 0.234 -0.268 -1.00
S -2.026 2.677 0.624 -0.786 0.386 -0.126 2.21
C -0.707 0.597 -3.453 0.402 -0.139 0.270 -0.21
N 0.274 -3.241 1.980 0.840 0.355 0.858 -0.79
S -2.283 0.720 1.262 -0.433 -0.256 0.324 -0.39
H 0.569 -3.535 1.065 0.095 0.079 -0.002 0.41
N -0.838 -1.626 3.167 0.524 0.012 0.014 -0.77
C -1.829 0.897 -4.283 -0.239 0.108 -0.243 0.28
H 2.162 -0.275 -1.126 0.073 0.015 -0.017 0.23
O -0.538 2.887 0.445 -0.489 0.617 -0.076 -1.03
C -0.589 -2.213 2.001 -1.054 0.002 -0.490 0.35
N -2.692 1.106 -5.012 -0.009 0.003 0.043 -0.30
O -2.696 2.816 -0.651 0.154 0.092 -0.049 -0.98
H -1.403 -0.788 3.141 0.119 0.085 0.003 0.43
Au 0.543 1.261 0.991 0.712 -0.730 -0.303 1.24
C -0.705 0.911 -2.092 -0.085 -0.059 -0.334 0.10
N 0.327 0.600 -1.320 0.134 0.166 0.274 -0.46
H 0.434 -0.248 -5.066 -0.012 -0.038 0.005 0.23
C 0.410 -0.025 -4.008 -0.063 0.071 0.106 -0.11
H -1.543 1.426 -1.640 -0.026 0.038 -0.015 0.27
C 1.383 -0.021 -1.835 0.010 -0.093 0.046 0.08
S 2.257 0.083 2.795 0.415 -1.085 0.896 2.55
O 2.119 -1.107 3.643 -0.384 0.060 -0.338 -1.05
H 2.351 -0.837 -3.562 0.023 0.014 -0.009 0.23
O 1.808 -0.297 1.355 0.092 -0.193 0.059 -1.04
O -2.560 3.465 1.704 0.087 0.046 0.106 -0.93
O 3.601 0.588 2.770 0.142 0.309 -0.153 -0.98
S -1.464 -1.826 0.594 -0.012 0.039 -0.182 -0.14
C 1.472 -0.339 -3.181 -0.003 -0.070 -0.009 -0.26
H 1.011 -3.120 2.685 -0.076 -0.336 -0.452 0.42
H -0.077 -1.653 3.840 -0.044 0.269 0.062 0.43


F_max (computed, eV/A): 2.9 3.7 6.1 2.7 5.1 1.5